1.
This record from the Open Molecules 2025 dataset describes 7 unconnected molecules or ions with the total composition C17H41N2O9 at a distorted geometry. The level of theory is ωB97M-V/def2-TZVPD.

Properties
2S+1: 1
Frontier orbital gap, Eh: 0.2601
LUMO, eV: -3.7
E_tot, a.u.: -1458.23246
Net charge: +1
Strongest force on any atom, Eh/bohr: 0.1780

Geometry (Å):
C (-1.998, 3.164, 3.288)
C (-2.407, 1.909, 2.285)
C (-3.991, 1.588, 1.977)
C (-4.303, 0.349, 0.925)
C (-3.075, -0.522, 0.251)
C (-3.466, -1.729, -0.835)
C (-4.723, -2.666, -0.334)
C (-4.010, -0.914, -2.191)
C (-1.456, -0.243, 0.567)
O (-0.373, -1.034, -0.071)
C (0.463, -1.711, 0.947)
N (1.932, -1.237, 0.924)
C (2.753, -2.328, 0.273)
C (4.098, -1.815, -0.511)
C (3.863, -0.583, -1.567)
C (4.663, 0.781, -1.022)
N (5.518, 1.425, -2.102)
C (2.287, -0.938, 2.364)
C (3.852, -0.506, 2.616)
O (4.726, -1.488, 2.971)
O (4.389, 0.861, 2.438)
C (-1.165, 1.014, 1.626)
H (-1.666, 2.755, 4.338)
H (-1.116, 3.807, 2.811)
H (-2.917, 3.921, 3.353)
H (-4.912, 2.165, 2.415)
H (-5.427, 0.083, 0.634)
H (-2.514, -2.354, -1.132)
H (-5.449, -2.144, 0.424)
H (-5.378, -2.890, -1.306)
H (-4.358, -3.732, 0.046)
H (-3.193, -0.061, -2.364)
H (-4.149, -1.617, -3.117)
H (-4.990, -0.366, -1.843)
H (0.408, -2.896, 0.837)
H (0.044, -1.483, 2.034)
H (1.916, -0.326, 0.415)
H (3.134, -3.053, 1.142)
H (2.149, -3.015, -0.472)
H (4.949, -1.566, 0.264)
H (4.502, -2.738, -1.146)
H (2.720, -0.345, -1.706)
H (4.348, -0.806, -2.633)
H (3.892, 1.562, -0.614)
H (5.404, 0.533, -0.126)
H (4.924, 1.819, -2.864)
H (6.144, 0.685, -2.509)
H (1.625, -0.005, 2.696)
H (2.045, -1.830, 3.087)
H (4.815, 1.094, 3.330)
H (-0.068, 1.314, 1.905)
O (-4.586, -3.639, -3.694)
H (-4.486, -4.584, -3.504)
H (-4.646, -3.599, -4.660)
O (3.674, -4.784, -1.603)
H (3.429, -5.025, -2.509)
H (3.865, -5.635, -1.178)
O (-3.584, -2.543, -6.190)
H (-3.998, -1.672, -6.294)
H (-2.945, -2.414, -5.474)
O (0.408, 4.690, 4.333)
H (1.305, 4.325, 4.278)
H (0.131, 4.493, 5.240)
O (-0.289, 5.132, 0.139)
H (-0.137, 5.360, 1.069)
H (-0.806, 4.314, 0.180)
O (-0.610, 8.199, -0.690)
H (-0.511, 7.254, -0.501)
H (-0.670, 8.239, -1.657)

2.
This record from the Open Molecules 2025 dataset describes 4 unconnected molecules or ions with the total composition C17H42O7PS. The level of theory is ωB97M-V/def2-TZVPD.

Properties
2S+1: 1
Frontier orbital gap, Eh: 0.2894
LUMO, eV: -3.1
E_tot, a.u.: -1938.79322
Net charge: +1
Strongest force on any atom, Eh/bohr: 0.0194

Geometry (Å):
C (-0.851, -2.637, 6.285)
C (-0.127, -2.488, 4.986)
O (-0.564, -2.009, 3.977)
O (1.153, -2.975, 5.062)
C (2.066, -2.538, 4.074)
C (2.980, -1.409, 4.559)
P (2.062, 0.042, 5.052)
C (1.847, 1.166, 3.669)
S (0.289, 2.076, 3.703)
O (0.408, 3.024, 4.766)
O (0.008, 2.402, 2.349)
H (-0.551, -3.554, 6.790)
H (-1.920, -2.662, 6.086)
H (-0.633, -1.797, 6.948)
H (1.578, -2.245, 3.144)
H (2.714, -3.381, 3.840)
H (3.591, -1.740, 5.402)
H (3.675, -1.144, 3.755)
H (2.684, 0.729, 6.092)
H (0.804, -0.311, 5.536)
H (1.913, 0.639, 2.714)
H (2.618, 1.940, 3.713)
H (-0.572, 1.114, 4.122)
C (2.193, -2.038, -0.269)
C (3.473, -1.292, 0.050)
O (4.350, -1.995, 0.923)
C (4.836, -3.243, 0.438)
C (5.624, -3.141, -0.854)
H (1.686, -2.302, 0.663)
H (1.517, -1.419, -0.861)
H (2.351, -2.963, -0.823)
H (3.233, -0.374, 0.594)
H (3.987, -0.982, -0.864)
H (4.013, -3.958, 0.330)
H (5.480, -3.618, 1.234)
H (5.012, -2.783, -1.682)
H (6.008, -4.124, -1.128)
H (6.467, -2.459, -0.737)
C (-0.440, 1.243, -3.657)
C (-0.915, 0.208, -2.653)
O (-0.176, 0.201, -1.439)
C (-0.193, 1.407, -0.696)
C (-1.573, 1.859, -0.245)
H (0.616, 1.090, -3.887)
H (-1.014, 1.168, -4.580)
H (-0.557, 2.262, -3.284)
H (-0.789, -0.790, -3.072)
H (-1.985, 0.331, -2.449)
H (0.306, 2.211, -1.248)
H (0.425, 1.196, 0.179)
H (-2.220, 2.093, -1.092)
H (-1.493, 2.756, 0.366)
H (-2.060, 1.076, 0.339)
C (-5.871, 3.682, -6.028)
C (-4.613, 2.868, -6.269)
O (-3.716, 2.844, -5.170)
C (-4.221, 2.304, -3.965)
C (-4.666, 0.855, -4.077)
H (-5.617, 4.708, -5.760)
H (-6.478, 3.699, -6.933)
H (-6.484, 3.266, -5.227)
H (-4.038, 3.307, -7.085)
H (-4.871, 1.848, -6.578)
H (-5.029, 2.928, -3.566)
H (-3.396, 2.372, -3.253)
H (-5.502, 0.735, -4.767)
H (-4.986, 0.481, -3.104)
H (-3.843, 0.236, -4.438)